Formula: C28H66BIO23PS7
Source: OMol25
Level of theory: ωB97M-V/def2-TZVPD

Geometry as XYZ:
```
127
Properties=species:S:1:pos:R:3:forces:R:3:lowdin_charge:R:1
C -3.1473 3.6995 -2.0931 -3.3 -5.1 3.7 0.011
C -3.8133 2.6596 -1.6090 3.5 4.9 -2.0 -0.118
C -4.5229 1.3630 -0.9732 0.8 2.2 0.1 -0.120
C -3.5342 0.1654 -0.5560 -0.1 -0.5 0.8 -0.275
O -2.2976 0.4657 0.1533 -2.1 -0.3 -2.4 -0.053
B -1.7779 -0.9178 0.4019 -0.1 -0.3 1.7 -0.748
C -0.1905 -1.1010 0.7838 -0.5 0.0 -0.9 -0.133
O 0.1770 0.0750 1.6160 1.5 -0.5 -2.0 -0.249
C 1.2745 0.7132 0.9066 0.9 -0.4 0.5 -0.137
O -2.3359 -1.8282 -0.6549 -0.6 1.4 -2.1 -0.119
C -3.1212 -1.0042 -1.6027 0.6 -2.8 1.5 -0.396
C -4.2259 -2.1007 -2.0783 -0.9 0.0 0.4 -0.209
C -5.5839 -1.4784 -2.6824 0.8 1.1 0.1 -0.740
C -5.3916 -0.4886 -3.9407 0.8 0.6 0.3 -0.204
I -6.8755 -3.1219 -3.3781 0.3 0.5 0.4 0.700
P -1.7725 -0.6559 -2.9273 1.9 0.3 -0.4 0.436
O -0.4851 -1.8065 -2.6553 -2.8 0.5 -1.4 -0.266
O -2.3036 -0.9496 -4.5447 0.2 -1.8 2.6 -0.290
S -0.9555 1.0941 -2.7968 -0.3 -0.8 -0.3 0.356
H -2.4758 4.6435 -2.1371 -1.7 -2.3 -0.1 0.047
H -5.3875 1.0777 -1.6715 1.5 0.1 1.0 0.086
H -5.0232 1.7361 0.0150 1.0 -0.6 -1.8 0.130
H -4.1769 -0.4374 0.2191 0.8 0.7 -1.4 0.163
H -2.3538 -1.2755 1.3925 -0.6 -0.3 1.0 0.096
H -0.0983 -2.0766 1.4038 0.3 1.6 -1.0 0.117
H 0.4135 -1.1388 -0.2111 -0.5 -0.1 1.9 0.093
H 2.0882 -0.1050 0.7267 -1.1 1.6 0.3 0.086
H 0.9831 1.1177 -0.1364 0.2 -0.4 1.7 0.087
H 1.7231 1.5293 1.6023 -0.8 -1.2 -1.3 0.090
H -4.5315 -2.6711 -1.1054 0.7 1.1 -1.7 0.134
H -3.7719 -2.9294 -2.7667 -0.7 1.7 1.0 0.109
H -6.1268 -0.9489 -1.7951 0.8 -1.1 -1.8 0.090
H -4.5641 0.2911 -3.6665 -1.5 -1.3 -0.4 0.075
H -6.3431 0.1230 -4.2002 1.5 -1.3 0.5 0.087
H -4.9868 -1.0342 -4.8828 -0.9 0.8 1.7 0.073
H -0.7922 -2.7177 -2.8914 0.3 0.9 0.6 0.067
H -2.5880 -1.9111 -4.5284 0.2 1.4 -0.4 0.060
O 3.0025 2.9841 -1.9219 0.7 -0.5 0.1 -0.275
S 3.7140 1.9631 -2.6478 -0.2 0.2 -0.9 0.630
O 4.2131 0.7748 -2.0006 -0.1 1.3 0.0 -0.300
O 4.9238 2.6513 -3.4785 -0.9 -0.5 0.1 -0.257
C 5.8552 3.4680 -2.7740 0.8 0.4 0.6 -0.266
C 6.8643 2.6299 -2.0109 -0.1 -0.3 0.2 -0.070
C 2.7386 1.4744 -4.0429 0.1 0.0 0.0 -0.114
H 5.3359 4.1648 -2.1094 -0.1 -0.1 -0.1 0.098
H 6.3808 4.0675 -3.5223 -0.3 -0.1 -0.1 0.125
H 6.3859 2.0910 -1.1892 0.1 0.0 -0.1 0.074
H 7.6497 3.2615 -1.5889 -0.1 0.0 -0.1 0.080
H 7.3210 1.8823 -2.6650 0.0 0.1 0.0 0.085
H 2.4036 2.3671 -4.5700 0.0 -0.1 0.1 0.078
H 1.8791 0.9132 -3.6718 0.0 0.1 0.1 0.030
H 3.3434 0.8419 -4.6931 0.0 0.1 0.1 0.075
O 6.4234 -2.4427 -0.9109 -0.2 0.0 0.6 -0.295
S 5.1193 -2.3213 -0.3060 -1.0 0.0 -0.4 0.609
O 4.8612 -1.3969 0.7682 0.6 -0.5 -0.4 -0.282
O 4.6072 -3.7943 0.1410 0.1 0.5 -0.6 -0.267
C 5.4474 -4.5826 0.9780 0.4 -0.3 0.7 -0.276
C 5.3782 -4.1276 2.4238 0.1 0.3 0.2 -0.073
C 3.9228 -2.0494 -1.5830 0.0 -0.3 0.0 -0.117
H 6.4781 -4.5767 0.6103 -0.1 0.1 -0.1 0.114
H 5.0866 -5.6130 0.9098 -0.1 0.2 -0.3 0.116
H 5.8225 -3.1366 2.5448 -0.1 -0.1 0.0 0.071
H 5.9173 -4.8215 3.0734 -0.1 0.0 -0.1 0.066
H 4.3400 -4.0592 2.7595 0.1 -0.1 -0.1 0.089
H 4.0776 -2.7836 -2.3735 0.0 -0.1 0.2 0.074
H 4.0706 -1.0388 -1.9733 0.0 -0.5 0.3 0.022
H 2.9233 -2.1407 -1.1562 0.1 0.0 0.0 0.075
O -0.8320 6.5694 5.1574 0.1 -0.3 -0.6 -0.291
S -0.0111 6.1057 4.0669 0.5 -0.7 0.0 0.602
O -0.5195 5.9925 2.7243 0.0 0.3 0.8 -0.280
O 0.6766 4.7007 4.4847 0.2 1.4 -0.2 -0.267
C -0.1612 3.6349 4.9315 -0.8 -1.0 0.1 -0.270
C -0.8502 2.9416 3.7712 -0.1 0.2 -0.2 -0.060
C 1.4747 7.0714 4.0245 0.1 -0.1 0.1 -0.123
H -0.8884 3.9947 5.6659 0.1 0.2 -0.1 0.112
H 0.4857 2.9168 5.4432 0.2 0.3 -0.1 0.122
H -1.5795 3.6024 3.2960 0.0 -0.1 0.1 0.075
H -1.3768 2.0479 4.1133 0.1 0.0 0.0 0.090
H -0.1255 2.6560 3.0045 -0.1 -0.1 0.1 0.075
H 1.8965 7.1148 5.0281 -0.1 -0.1 -0.1 0.072
H 1.2140 8.0742 3.6832 -0.1 -0.2 0.0 0.075
H 2.1748 6.6114 3.3271 -0.1 0.0 0.1 0.060
O 6.3284 -8.9818 3.4230 -0.2 0.5 0.6 -0.283
S 5.3446 -8.4412 4.3267 -0.5 -0.1 0.2 0.604
O 5.3793 -7.0677 4.7619 0.3 -0.8 -0.4 -0.283
O 5.2431 -9.3986 5.6308 -0.4 0.3 -0.9 -0.267
C 6.4354 -9.6946 6.3524 0.8 0.0 0.6 -0.275
C 6.8493 -8.5374 7.2422 0.1 0.3 -0.1 -0.077
C 3.7313 -8.7823 3.6776 0.0 -0.1 0.1 -0.119
H 7.2425 -9.9774 5.6699 -0.2 0.1 -0.1 0.115
H 6.2204 -10.5664 6.9765 -0.3 0.1 -0.3 0.121
H 7.1660 -7.6779 6.6463 0.0 -0.1 0.1 0.072
H 7.6820 -8.8261 7.8882 -0.1 -0.1 0.0 0.079
H 6.0128 -8.2085 7.8645 0.1 -0.1 0.0 0.086
H 3.6782 -9.8340 3.3983 0.1 0.1 0.1 0.074
H 3.5827 -8.1526 2.7992 0.2 0.0 0.1 0.076
H 2.9874 -8.5425 4.4373 0.1 0.0 -0.1 0.077
O 5.0485 7.1861 -0.0175 -0.2 0.2 -0.7 -0.290
S 3.9031 6.9556 -0.8629 -0.9 -0.4 0.3 0.606
O 4.0387 6.6820 -2.2714 0.4 0.3 0.7 -0.285
O 2.8515 8.1747 -0.6687 0.3 -0.8 0.2 -0.265
C 3.3152 9.5089 -0.8501 0.3 0.8 -0.3 -0.277
C 3.4399 9.8596 -2.3211 0.2 -0.1 -0.3 -0.079
C 2.9055 5.6851 -0.1360 0.0 0.2 0.0 -0.106
H 4.2618 9.6662 -0.3241 0.0 -0.2 0.0 0.114
H 2.5754 10.1677 -0.3870 0.0 -0.4 0.1 0.121
H 4.2412 9.2868 -2.7945 -0.1 0.1 0.1 0.070
H 3.6637 10.9218 -2.4469 -0.1 0.0 0.1 0.077
H 2.5155 9.6244 -2.8552 0.0 0.1 0.1 0.086
H 2.7521 5.9163 0.9175 0.0 0.1 -0.1 0.061
H 3.4384 4.7386 -0.2387 0.0 0.1 -0.1 0.059
H 1.9548 5.6354 -0.6666 0.1 0.0 0.0 0.087
O -13.0877 -0.4577 -2.3523 0.6 -0.4 0.1 -0.285
S -12.3088 -1.5072 -1.7451 0.0 -0.5 0.1 0.605
O -10.8743 -1.4327 -1.6473 -0.9 0.2 -0.3 -0.280
O -12.7121 -2.9227 -2.4236 -0.1 0.6 0.9 -0.268
C -12.6436 -3.0418 -3.8421 0.3 -0.1 -1.0 -0.275
C -11.2147 -3.2292 -4.3167 0.3 0.2 0.1 -0.083
C -12.9649 -1.8417 -0.1331 -0.1 -0.2 0.0 -0.125
H -13.1121 -2.1802 -4.3274 0.0 0.0 0.2 0.115
H -13.2297 -3.9238 -4.1153 -0.1 0.1 0.4 0.120
H -10.6233 -2.3261 -4.1476 0.0 -0.1 0.0 0.066
H -11.1894 -3.4545 -5.3856 -0.1 0.0 0.1 0.081
H -10.7279 -4.0411 -3.7698 -0.1 0.0 -0.1 0.082
H -14.0458 -1.9556 -0.2084 0.1 0.0 0.0 0.072
H -12.7206 -0.9959 0.5110 0.1 0.0 -0.2 0.077
H -12.5031 -2.7499 0.2543 0.0 0.1 -0.1 0.075
```
Forces are in eV/Å.

As for the orbital gap: 6.196 eV. For the LUMO energy, the calculation gives 1.790 eV. The HOMO energy is -4.41 eV. Its total charge is -1.


Formula: C5H10O
Source: OMol25
Level of theory: ωB97M-V/def2-TZVPD

Geometry as XYZ:
```
16
Properties=species:S:1:pos:R:3:forces:R:3:lowdin_charge:R:1
C -0.8218 -1.5940 0.0299 0.0 0.0 0.1 -0.118
C 0.1143 -0.7424 -0.7656 -0.1 -0.9 -0.5 -0.188
C -0.2621 0.5937 -1.1654 -0.1 0.9 0.3 -0.218
C 0.0548 1.6260 -0.0167 -1.0 0.3 -0.4 -0.190
O -0.0928 1.0743 1.2380 -0.1 0.0 0.0 -0.167
C 1.1106 0.3200 1.1950 0.7 0.7 0.4 -0.132
H -1.6884 -1.9199 -0.5660 0.1 0.1 0.1 0.082
H -0.3297 -2.5025 0.3929 -0.1 0.1 0.0 0.075
H -1.2226 -1.0341 0.8888 0.1 -0.1 -0.1 0.080
H 0.8751 -1.2636 -1.3425 0.0 0.1 0.1 0.104
H 0.1955 0.9533 -2.0905 -0.1 -0.1 0.1 0.111
H -1.3567 0.6764 -1.2508 0.1 -0.1 -0.1 0.126
H -0.4664 2.5903 -0.0891 0.1 -0.1 0.0 0.109
H 1.4074 0.9307 0.1156 0.5 -1.0 0.5 0.145
H 1.8556 0.8510 1.8024 -0.1 -0.1 0.0 0.097
H 1.0132 -0.7005 1.5762 0.0 0.1 -0.4 0.087
```
Forces are in eV/Å.

As for the orbital gap (spin up / spin down): 7.819 / 8.086 eV. For the LUMO energy (spin up / spin down), the calculation gives 0.374 / 0.669 eV. The HOMO energy (spin up / spin down) is -7.45 / -7.42 eV. Its total charge is 0.


Computed relative energy (zero: lowest compared OMol25 entry of this formula, charge and spin), in the same sequence as the records: 384.3 581.8 kJ/mol.
Computed calculated total energy, in the same sequence as the records: -6288.0642 -271.5310 Eh.